[1]
Molecular formula: C23H25ClN2PYb
Method: DFT, ωB97M-V/def2-TZVPD

```
! RIJCOSX wB97M-V def2-TZVPD def2/J DEFGRID3
* xyz 2 2
Yb -0.789 -1.083 1.614
Cl 0.843 -2.514 0.524
P 1.382 0.037 -0.222
C 0.877 1.138 1.134
C 0.136 2.322 0.916
C -0.464 2.973 1.989
C -0.354 2.457 3.282
C 0.370 1.282 3.515
C 1.033 0.651 2.458
C 3.179 -0.039 -0.043
C 3.817 -1.075 -0.757
C 5.180 -1.291 -0.601
C 5.933 -0.460 0.237
C 5.309 0.592 0.916
C 3.934 0.808 0.783
C 1.095 0.980 -1.747
C 0.147 0.478 -2.662
C -0.103 1.150 -3.856
C 0.590 2.328 -4.165
C 1.537 2.832 -3.263
C 1.796 2.163 -2.059
H 3.214 -1.726 -1.388
H 5.657 -2.114 -1.131
H 7.003 -0.633 0.357
H 5.897 1.245 1.563
H 3.455 1.626 1.330
H 0.022 2.719 -0.092
H -1.007 3.905 1.826
H -0.801 2.995 4.124
H 0.470 0.891 4.536
H 1.666 -0.228 2.649
H -0.373 -0.447 -2.423
H -0.839 0.758 -4.558
H 0.395 2.849 -5.106
H 2.078 3.753 -3.503
H 2.542 2.566 -1.371
H -1.699 0.371 1.153
H -1.213 0.090 0.308
C -5.300 -3.000 -1.846
C -4.438 -2.613 -0.704
C -4.776 -2.308 0.623
C -3.559 -1.943 1.247
N -2.544 -1.984 0.351
N -3.113 -2.428 -0.814
C -3.346 -1.528 2.664
H -5.867 -3.911 -1.608
H -6.029 -2.204 -2.063
H -4.702 -3.181 -2.746
H -5.754 -2.331 1.082
H -2.540 -2.605 -1.632
H -3.452 -0.433 2.781
H -4.112 -1.999 3.301
H -2.384 -1.880 3.099
*
```

Summary:
Molecular weight = 568.93 g mol⁻¹
⟨S²⟩ = 0.989
F_max = 0.0848 Eh/bohr
Electronic energy = -2960.5635 a.u.
Kohn-Sham gap (spin up / spin down) = 7.415 / 6.036 eV

***

[2]
Molecular formula: C2H6N2O
Method: DFT, ωB97M-V/def2-TZVPD

```
! RIJCOSX wB97M-V def2-TZVPD def2/J DEFGRID3
* xyz 0 1
C -0.376 1.719 0.747
O 0.837 1.125 0.367
C 0.720 -0.120 -0.129
N -0.346 -0.712 -0.543
N -0.100 -1.977 -1.142
H -0.914 0.899 1.272
H -0.974 2.067 -0.174
H -0.213 2.587 1.385
H 1.734 -0.592 -0.265
H 0.617 -2.608 -0.631
H -0.984 -2.387 -0.886
*
```

Summary:
Energy above the lowest of the compared OMol25 structures with the same formula, charge and spin = 2.829 eV
Molecular weight = 74.08 g mol⁻¹
F_max = 0.0552 Eh/bohr
Electronic energy = -264.4834 a.u.
SMILES string = CO/C=N/N
Kohn-Sham gap = 9.890 eV

***

[3]
Molecular formula: C20H36N4O3SSi3Y
Method: DFT, ωB97M-V/def2-TZVPD

```
! RIJCOSX wB97M-V def2-TZVPD def2/J DEFGRID3
* xyz 1 1
Y -0.654 0.660 -0.115
C 2.504 -0.719 0.076
O 1.579 0.371 0.058
Si 2.074 2.064 -0.044
C 3.064 2.134 -1.631
C 3.254 2.387 1.367
C 0.406 2.786 -0.004
Si -0.062 3.783 -1.494
C -0.004 2.591 -2.993
C -1.821 4.440 -1.442
C 1.011 5.290 -1.800
Si -0.181 3.217 1.707
C -0.065 1.576 2.703
C -2.027 3.568 1.781
C 0.657 4.687 2.501
H 3.518 -0.352 0.229
H 2.467 -1.247 -0.875
H 2.248 -1.398 0.889
H 4.076 1.766 -1.452
H 3.161 3.150 -2.016
H 2.625 1.525 -2.423
H 4.117 1.718 1.329
H 2.819 2.325 2.363
H 3.644 3.402 1.244
H 0.086 1.520 -2.738
H 0.853 2.783 -3.642
H -0.902 2.697 -3.605
H -2.579 3.703 -1.177
H -2.060 4.817 -2.441
H -1.916 5.285 -0.758
H 2.080 5.084 -1.871
H 0.869 5.987 -0.970
H 0.711 5.808 -2.713
H -0.834 0.831 2.403
H -0.343 1.750 3.745
H 0.899 1.066 2.703
H -2.667 2.842 1.274
H -2.271 4.546 1.364
H -2.326 3.583 2.833
H 1.735 4.583 2.624
H 0.223 4.914 3.477
H 0.479 5.547 1.852
N -4.133 -2.048 -6.171
C -4.014 -1.553 -4.907
C -4.922 -1.925 -3.903
C -4.784 -1.449 -2.620
C -3.738 -0.585 -2.309
C -2.831 -0.204 -3.293
C -2.963 -0.680 -4.578
S -3.540 -0.064 -0.662
O -4.783 -0.136 0.024
O -2.848 1.271 -0.689
N -2.323 -0.879 -0.015
C -1.816 -2.087 -0.401
N -0.461 -2.024 -0.399
C 0.178 -3.145 -0.738
C -0.506 -4.294 -1.086
C -1.891 -4.223 -1.083
N -2.560 -3.127 -0.736
H -4.981 -2.515 -6.438
H -3.603 -1.634 -6.917
H -5.741 -2.591 -4.143
H -5.486 -1.737 -1.849
H -2.043 0.510 -3.080
H -2.267 -0.365 -5.345
H 1.260 -3.117 -0.729
H 0.013 -5.200 -1.357
H -2.491 -5.082 -1.359
*
```

Summary:
Energy above the lowest of the compared OMol25 structures with the same formula, charge and spin = 0.000 eV
Molecular weight = 585.76 g mol⁻¹
F_max = 0.0118 Eh/bohr
Electronic energy = -2533.4680 a.u.
Kohn-Sham gap = 8.042 eV